(1)
The following is a DFT calculation (ωB97M-V/def2-TZVPD) of a cluster of 9 separate species, C49H63BFN11O8S in total.

Properties
**LUMO**: -2.30 eV
**Max |F|**: 9.11 eV/A
**SMILES**: CC(=O)NCCCCN1C(=O)c2c(S(=O)(=O)F)cc(B(O)N(C)C)c(COO)c2C1=O.c1cc[nH]c1.c1cc[nH]c1.c1cc[nH]c1.c1cc[nH]c1.c1cc[nH]c1.c1cc[nH]c1.c1cc[nH]c1.c1cc[nH]c1
**HOMO level**: -7.7 eV
**Gap between HOMO and LUMO**: 0.1990 Ha
**E_tot**: -98814.3888 eV

Positions of all 134 atoms, in Å:
C 6.42751 -2.37604 0.85322
C 5.67259 -1.09546 1.61999
O 4.73902 -1.39724 2.52963
N 6.12463 0.29614 1.22593
C 5.84431 1.32012 2.31325
C 4.54648 2.28428 1.98876
C 4.85437 3.73092 2.74059
C 3.73649 4.89204 2.44170
N 2.35397 4.36610 2.12570
C 1.17124 5.24386 2.58704
O 1.17926 6.40632 3.24646
C -0.08560 4.38234 1.98585
C -1.63731 4.17990 2.47065
S -2.27440 5.04431 4.00544
O -1.91566 6.54787 4.09782
O -1.64555 4.27274 5.23025
F -3.99086 4.75047 4.13281
C -2.56234 3.15038 1.53127
C -1.92078 2.36794 0.20081
B -2.94490 1.37313 -0.65352
O -3.17895 1.79361 -2.08070
N -3.62224 0.13769 -0.02527
C -2.72694 -0.34853 1.10994
C -3.71872 -0.99913 -1.05330
C -0.32609 2.58712 -0.25485
C 0.38211 1.82747 -1.52183
O 1.38235 2.62020 -2.25189
O 2.42654 1.81986 -2.44120
C 0.53658 3.62301 0.67369
C 2.07587 4.16905 0.62027
O 2.91808 4.44916 -0.37551
H 7.57909 -2.40819 1.06103
H 5.96533 -3.36399 1.28571
H 6.16404 -2.32449 -0.28634
H 5.71717 0.58798 0.30589
H 6.78969 2.04862 2.32102
H 5.78064 0.84295 3.38802
H 3.57485 1.79355 2.47293
H 4.38394 2.41393 0.81337
H 5.96084 4.11632 2.54722
H 4.80042 3.50027 3.90081
H 4.18294 5.61092 1.61790
H 3.63853 5.54368 3.43771
H -3.68875 2.99820 1.84791
H -2.69221 1.13418 -2.69125
H -3.01065 -1.48117 1.29244
H -2.95669 0.26438 2.08886
H -1.57891 -0.34855 0.81989
H -4.51066 -1.75602 -0.61407
H -2.70038 -1.56324 -1.21493
H -4.16871 -0.62066 -2.08823
H 0.83118 0.78310 -1.15725
H -0.44796 1.52599 -2.32526
H 3.27281 2.28479 -2.13066
C -0.33896 -4.95069 -3.43552
C -0.03583 -3.59003 -3.68035
C -1.20800 -2.87893 -3.55275
N -2.20856 -3.76347 -3.24422
C -1.68696 -5.02847 -3.16522
H 0.35169 -5.78377 -3.45316
H 0.93332 -3.17363 -3.92294
H -1.41545 -1.82222 -3.65611
H -3.17960 -3.52052 -3.09696
H -2.31824 -5.87363 -2.92563
C -2.65818 -5.16307 3.01754
C -3.96549 -5.64614 2.77090
C -4.20598 -5.50939 1.42205
N -3.09142 -4.95637 0.84704
C -2.14031 -4.74682 1.81141
H -2.14893 -5.12422 3.97173
H -4.65681 -6.05085 3.49875
H -5.07298 -5.75639 0.82400
H -2.98690 -4.73801 -0.13532
H -1.17959 -4.31913 1.55779
C -5.32050 -6.00917 -2.77451
C -6.62781 -6.49224 -3.02115
C -6.86829 -6.35549 -4.37000
N -5.75374 -5.80247 -4.94501
C -4.80262 -5.59292 -3.98064
H -4.81125 -5.97032 -1.82032
H -7.31913 -6.89695 -2.29329
H -7.73530 -6.60249 -4.96805
H -5.64922 -5.58411 -5.92737
H -3.84191 -5.16523 -4.23426
C 4.31718 -2.97149 7.37746
C 3.00987 -3.45456 7.13082
C 2.76939 -3.31781 5.78197
N 3.88395 -2.76479 5.20696
C 4.83506 -2.55524 6.17133
H 4.82644 -2.93264 8.33165
H 2.31855 -3.85927 7.85867
H 1.90239 -3.56481 5.18392
H 3.98846 -2.54643 4.22460
H 5.79577 -2.12755 5.91771
C -0.03389 0.30266 -7.83092
C 0.46267 1.30458 -6.96327
C 0.53991 0.75494 -5.70316
N 0.10288 -0.54195 -5.77924
C -0.24393 -0.82830 -7.07395
H -0.21725 0.39562 -8.89350
H 0.73523 2.31774 -7.22915
H 0.86633 1.17495 -4.76114
H 0.04613 -1.18692 -5.00179
H -0.61100 -1.80919 -7.34475
C -3.27412 9.55415 8.25121
C -2.59785 8.65878 9.11389
C -1.85393 7.81090 8.32420
N -2.06138 8.16027 7.01515
C -2.92172 9.22584 6.96116
H -3.94478 10.35305 8.53984
H -2.64760 8.63546 10.19485
H -1.19749 6.99022 8.58098
H -1.64410 7.70377 6.21445
H -3.20999 9.65709 6.01188
C 1.44369 -8.20233 -6.99170
C 2.30814 -9.11900 -6.34697
C 1.86027 -9.26519 -5.05315
N 0.75879 -8.46525 -4.89330
C 0.49402 -7.81749 -6.07179
H 1.50631 -7.86076 -8.01675
H 3.16473 -9.61918 -6.78005
H 2.23088 -9.86735 -4.23436
H 0.22449 -8.36884 -4.03957
H -0.34428 -7.13876 -6.15425
C 0.09889 8.50336 -1.42204
C 0.35516 8.48984 -2.81394
C 1.16246 7.40471 -3.07218
N 1.40613 6.76584 -1.88425
C 0.75711 7.42551 -0.87323
H -0.50201 9.22107 -0.87877
H -0.01041 9.19531 -3.54889
H 1.58434 7.03423 -3.99691
H 1.97505 5.93683 -1.77158
H 0.82033 7.07334 0.14765

Atomic forces in eV per Å
-0.91 0.30 0.53
-2.85 -1.87 2.09
5.45 2.34 -4.76
-1.89 -2.09 2.03
0.29 1.71 -0.11
0.32 0.02 0.77
-0.74 -0.83 0.74
1.62 1.45 1.00
-0.10 2.92 -2.15
-0.58 3.41 2.02
0.23 -8.04 -4.27
-1.47 -1.59 -1.77
1.53 -2.38 -4.93
3.51 1.28 6.27
-2.30 -5.57 -1.49
-3.02 2.49 -5.35
3.46 0.62 -1.05
3.80 0.83 -0.50
1.98 2.66 2.62
-1.08 -0.23 -1.23
1.99 -2.63 1.86
3.79 1.14 -2.12
-0.23 -1.25 0.90
-1.56 -0.54 -0.27
-1.03 2.67 3.15
-1.62 -1.19 0.11
-3.90 1.34 2.11
4.74 -2.00 -0.48
-3.14 -0.05 0.91
1.84 0.55 -2.05
-5.10 -2.06 6.22
-2.26 0.43 -0.59
0.78 2.11 -0.80
0.79 -0.01 2.11
0.65 -0.59 1.11
-1.95 -1.64 -0.02
-0.03 0.74 -2.44
2.05 1.13 -1.22
0.48 -0.24 2.54
-2.54 -0.71 0.09
0.17 0.40 -2.34
-1.33 -1.50 1.43
0.05 -1.41 -2.32
2.58 0.27 -0.83
-1.46 1.51 1.29
0.54 2.31 -0.09
0.74 -1.27 -2.04
-2.25 0.17 0.77
1.70 1.29 -0.95
-1.80 1.15 0.30
1.10 -0.68 2.31
-0.63 2.53 -0.67
1.51 0.86 1.89
-1.98 -0.28 -0.26
-0.28 -0.28 0.13
-0.09 0.40 -0.03
0.06 -0.02 0.03
0.05 0.17 0.12
0.23 -0.09 0.08
-0.09 0.17 -0.01
-0.11 -0.09 0.03
-0.04 -0.17 0.03
0.27 -0.07 -0.05
0.18 0.10 -0.03
0.34 0.17 -0.16
-0.30 -0.08 -0.28
-0.12 -0.02 0.07
-0.02 0.00 -0.07
0.09 0.08 0.11
-0.07 -0.01 -0.18
0.12 0.07 -0.15
0.12 0.04 0.14
0.02 -0.11 0.36
-0.14 -0.08 0.07
0.31 0.18 -0.15
-0.34 -0.09 -0.23
0.00 0.02 0.08
-0.02 -0.03 0.07
0.00 0.12 -0.12
-0.06 -0.06 -0.11
0.12 0.07 -0.15
0.14 0.03 0.15
-0.03 -0.10 0.38
-0.37 -0.23 -0.11
0.32 0.13 -0.09
-0.30 -0.10 -0.18
0.08 0.05 0.03
-0.06 -0.12 0.11
-0.07 0.02 -0.04
-0.08 0.00 -0.17
0.11 0.07 -0.13
0.13 0.04 0.13
0.08 0.05 0.20
-0.16 -0.07 0.06
-0.12 -0.39 -0.02
0.11 0.12 0.37
-0.02 0.17 0.02
0.00 0.01 0.03
-0.09 -0.04 -0.11
0.04 -0.04 0.19
-0.04 -0.18 0.07
0.02 -0.01 -0.16
0.11 0.19 -0.43
0.07 0.17 0.03
-0.08 0.15 -0.34
0.24 -0.29 0.08
-0.02 0.00 -0.01
0.02 0.08 0.11
-0.02 -0.03 0.00
0.11 -0.13 -0.07
0.02 -0.01 -0.18
-0.14 0.14 -0.03
-0.18 0.10 0.20
0.03 -0.07 0.18
-0.34 0.24 0.04
0.09 -0.21 0.35
0.13 -0.05 -0.01
-0.02 0.00 0.02
0.00 0.09 -0.12
-0.03 -0.05 0.18
-0.15 0.08 0.10
-0.04 0.10 -0.17
0.19 -0.09 -0.36
0.16 -0.09 0.00
0.00 -0.14 0.36
0.15 -0.15 -0.30
0.00 0.03 0.03
-0.07 0.03 -0.12
0.03 -0.01 -0.04
0.11 -0.14 -0.07
0.07 -0.13 0.12
-0.08 0.09 0.15
-0.17 0.20 0.03
-0.02 0.13 -0.11

=====

(2)
The following is a DFT calculation (ωB97M-V/def2-TZVPD) of a cluster of 10 separate species, C49H66BF15NO35P2 in total.

Properties
**LUMO**: -2.28 eV
**Net charge**: +1
**Max |F|**: 7.80 eV/A
**HOMO level**: -12.1 eV
**Gap between HOMO and LUMO**: 0.3593 Ha
**E_tot**: -185048.0012 eV

Positions of all 169 atoms, in Å:
C 1.08685 5.02312 0.56290
C 0.71544 3.75643 0.75145
C 0.83030 2.76619 -0.38999
N 0.18186 1.43119 -0.19448
C -1.24266 1.68759 0.24323
C -2.18248 0.47675 0.26897
C -1.97868 2.79408 -0.53815
C -3.24737 3.21116 0.22479
C 0.13275 0.72298 -1.52808
B -0.40763 1.52297 -2.82777
C -1.79720 1.15649 -3.51373
O 0.29873 2.54367 -3.38297
C 1.44750 -0.03494 -1.91143
P 2.96841 0.93978 -2.40366
O 4.11348 0.04245 -2.65215
P 1.09319 -1.09551 -3.47547
O 2.00998 -2.22656 -3.41356
O 1.38232 -0.24073 -4.80214
O -0.42427 -1.61804 -3.38635
O 1.61156 -1.08286 -1.01907
C 1.30851 -0.89908 0.38905
C 0.24415 -1.97818 0.75486
C -0.30117 -2.76800 -0.43734
C -1.15531 -3.90758 0.13583
C -1.70704 -4.79925 -0.95821
F -2.91970 -4.31699 -1.37759
F -0.90489 -4.83440 -2.04998
C -1.89763 -6.25908 -0.51718
F -0.72909 -6.79959 -0.12523
F -2.35092 -6.98254 -1.57324
F -2.80755 -6.36319 0.46565
C 2.63959 -1.49169 0.98348
C 2.99233 -2.77031 0.24469
O 2.54360 -3.86283 0.52913
O 3.90403 -2.59082 -0.71070
C 0.99760 0.57134 0.83712
C 2.33190 1.26504 1.19725
C 0.28031 0.54588 2.20903
C 0.92724 -0.19691 3.35749
F 0.06861 0.01956 4.44664
H 0.80848 5.79299 1.26171
H 1.68497 5.28814 -0.29804
H 0.34796 3.46327 1.72368
H 1.83143 2.70381 -0.79095
H 0.32888 3.30125 -1.17843
H -1.31662 2.08554 1.24441
H -2.68184 0.42017 1.22568
H -2.97957 0.54385 -0.46559
H -1.72365 -0.49362 0.10360
H -1.44194 3.72608 -0.66976
H -2.35849 2.45257 -1.49454
H -3.06818 3.38409 1.28133
H -4.07260 2.53809 0.00896
H -3.52593 4.17190 -0.19577
H -0.54798 -0.11737 -1.47690
H -2.29633 0.38618 -2.93056
H -2.43452 2.03479 -3.53950
H -1.65759 0.77837 -4.52451
H -0.30084 3.15628 -3.83133
H 2.68196 1.63814 -3.58594
H 3.37202 1.91892 -1.48163
H 0.60812 -0.11543 -5.36242
H -0.90121 -1.52168 -4.21751
H 0.66440 -2.72000 1.42303
H -0.62518 -1.59813 1.28518
H 0.47483 -3.23176 -1.02688
H -0.97653 -2.13840 -1.01212
H -1.96646 -3.54274 0.75617
H -0.48618 -4.51952 0.74001
H 2.54841 -1.77942 2.02319
H 3.49221 -0.85188 0.79480
H 3.92852 -3.39577 -1.24572
H 2.97818 1.46404 0.35299
H 2.92043 0.64703 1.85826
H 2.16663 2.15431 1.79129
H 0.19094 1.57889 2.53080
H -0.73881 0.17757 2.18431
H 1.89289 0.15775 3.68655
H 0.91428 -1.27038 3.21898
C 6.80707 5.17752 -1.16540
C 6.63777 4.08155 -0.14035
O 5.21335 4.03387 0.00368
C 4.68060 4.44641 -1.16680
O 3.53863 4.27580 -1.47430
O 5.59697 5.04955 -1.93664
F 7.19120 4.40725 1.04908
H 6.83489 6.16449 -0.70283
H 7.68509 5.04447 -1.78995
H 7.00466 3.10577 -0.45620
C -1.59830 1.73684 7.41067
C -1.84860 1.74003 5.91891
O -0.88265 2.66687 5.45563
C 0.16364 2.63139 6.32955
O 1.23937 3.06731 6.09861
O -0.19290 2.00768 7.47381
F -3.09099 2.19710 5.61051
H -2.14721 2.53453 7.91271
H -1.83107 0.78699 7.88356
H -1.69041 0.77927 5.42598
C -0.79967 5.33560 -5.77462
C -1.38612 6.64581 -5.29843
O -2.58673 6.22311 -4.65649
C -2.38911 4.96687 -4.20215
O -3.07365 4.41193 -3.41043
O -1.27802 4.42077 -4.76955
F -1.69386 7.46237 -6.32336
H -1.19667 5.04584 -6.74716
H 0.28588 5.33931 -5.81457
H -0.76787 7.18687 -4.58062
C 0.60967 -10.41647 -1.37579
C 1.05362 -9.65855 -0.14649
O 2.43499 -9.95527 -0.08787
C 2.85506 -10.18943 -1.36753
O 3.98271 -10.21249 -1.71277
O 1.78795 -10.38012 -2.18576
F 0.44890 -10.11674 0.97832
H 0.35805 -11.45129 -1.14001
H -0.22860 -9.95063 -1.88756
H 0.91954 -8.57904 -0.21007
C 4.73202 1.32148 6.68298
C 4.72813 0.21485 7.71423
O 3.79169 -0.69664 7.16158
C 3.79595 -0.52717 5.81856
O 3.25852 -1.24988 5.04806
O 4.44255 0.60862 5.47360
F 4.27275 0.63298 8.91569
H 3.93666 2.04907 6.85323
H 5.68500 1.84001 6.62730
H 5.69075 -0.28007 7.85099
C -5.86169 -6.32429 -1.95512
C -5.97341 -7.55830 -1.09152
O -7.14471 -8.17227 -1.59163
C -7.26454 -7.81352 -2.90592
O -7.97309 -8.34039 -3.68696
O -6.44277 -6.76700 -3.18382
F -6.15388 -7.24667 0.21707
H -6.44624 -5.49530 -1.55305
H -4.83527 -5.99961 -2.10296
H -5.13460 -8.25090 -1.17978
C 7.27216 -0.62894 -2.82326
C 8.43412 -0.29772 -3.72908
O 8.55204 1.11072 -3.55516
C 8.09125 1.40325 -2.31433
O 8.26578 2.44216 -1.75943
O 7.40534 0.36983 -1.79692
F 8.16220 -0.56108 -5.02757
H 6.31084 -0.49857 -3.32161
H 7.32468 -1.62956 -2.40444
H 9.37694 -0.77631 -3.45979
C -7.62300 4.45569 -2.83608
C -6.51727 5.30151 -2.24903
O -5.90160 4.39966 -1.34072
C -6.09484 3.14558 -1.82367
O -5.50229 2.18046 -1.46696
O -7.04807 3.14304 -2.77817
F -6.99658 6.36442 -1.56390
H -8.52333 4.48736 -2.22189
H -7.87495 4.72481 -3.85764
H -5.77404 5.64553 -2.97007
C -5.11234 0.61531 5.17500
C -5.73233 0.82938 3.81280
O -4.75076 1.62740 3.16098
C -3.55251 1.32232 3.71449
O -2.50031 1.61391 3.24380
O -3.70992 0.64009 4.86480
F -6.89103 1.51723 3.88092
H -5.34751 1.43172 5.85822
H -5.39301 -0.32913 5.63187
H -5.89240 -0.08371 3.23712

Atomic forces in eV per Å
-0.12 -0.70 0.03
0.49 0.41 0.08
0.13 1.32 0.06
0.30 -0.32 -0.15
-2.11 0.58 -0.13
0.02 -0.67 -0.31
-0.49 0.15 0.14
0.19 0.25 -0.38
0.80 -0.36 -1.55
-0.92 0.82 -0.25
0.59 -0.53 0.82
0.22 0.00 0.94
-1.97 0.79 -0.66
1.87 -0.44 -0.50
0.26 -0.45 0.10
2.04 -2.01 0.39
-0.01 0.06 0.12
-1.16 0.23 0.47
0.11 1.21 -0.33
0.33 0.80 0.32
0.59 -1.54 -0.21
-0.67 -0.11 -0.52
-0.85 -0.21 0.94
0.81 -0.24 -0.34
-0.11 0.50 0.17
0.07 -0.26 -0.01
-0.04 -0.06 0.15
-0.45 -0.68 -0.62
-0.65 0.30 0.00
0.19 0.22 0.61
0.58 0.08 -0.28
0.14 0.09 -0.48
-0.15 -1.04 0.20
-0.01 0.58 -0.26
-0.16 0.29 0.18
1.12 -0.43 1.72
0.09 0.06 -0.14
-0.44 0.40 -0.19
-0.46 -0.08 0.33
-0.02 0.03 0.10
0.38 0.04 0.36
-0.34 0.22 -0.29
-0.51 -0.04 -0.07
0.20 -0.37 0.40
-0.36 -0.58 -0.38
1.07 -0.08 0.29
-0.02 0.08 0.25
0.02 0.20 -0.28
0.22 0.07 0.06
0.43 -0.15 -0.05
0.33 -0.07 -0.30
-0.02 -0.26 0.21
0.14 0.02 0.56
-0.27 0.13 -0.03
-0.29 0.08 0.68
-0.30 -0.08 -0.11
-0.13 0.12 -0.24
-0.06 0.10 -0.26
0.13 -0.04 -0.62
-0.74 0.24 0.37
-0.67 0.06 0.06
0.09 0.28 -0.25
-0.37 -0.15 -0.01
0.35 0.05 0.15
0.09 0.33 0.07
0.18 0.34 -0.35
0.29 0.02 -0.53
-0.22 -0.07 0.07
-0.06 -0.07 0.24
0.08 0.31 0.26
0.01 0.25 0.18
0.11 -0.15 -0.06
0.08 0.18 -0.03
-0.15 -0.29 0.09
-0.04 0.39 -0.31
0.02 0.11 0.19
-0.03 -0.08 -0.23
0.27 -0.03 -0.24
0.32 -0.17 -0.08
0.27 0.09 -0.15
0.02 0.04 0.28
-0.13 -0.16 -0.28
0.23 0.07 0.21
-0.23 0.02 -0.11
-0.01 -0.03 0.11
-0.13 0.10 0.09
-0.05 -0.05 0.13
-0.17 -0.13 -0.17
-0.11 0.25 0.22
-0.07 -0.11 0.19
0.48 0.40 0.26
0.17 -0.19 0.10
-0.21 -0.12 -0.10
0.28 0.12 -0.02
-0.17 0.01 -0.10
2.69 6.16 3.96
-0.04 0.06 -0.09
0.22 -0.05 0.02
-0.03 0.32 0.18
0.31 -0.07 -0.13
-0.15 0.08 -0.27
0.30 -0.13 0.21
-0.23 0.22 -0.03
-0.08 -0.17 0.06
-0.02 0.22 -0.09
-0.07 -0.06 0.06
-0.11 0.10 0.01
0.00 -0.13 0.20
-0.03 0.07 -0.03
-0.17 0.01 -0.22
0.07 -0.31 0.18
-0.10 0.26 -0.22
-0.04 -0.12 0.00
0.17 -0.04 -0.02
-0.08 0.06 0.18
0.05 0.05 -0.02
0.03 0.02 0.15
0.14 0.06 -0.15
-0.06 0.01 0.12
0.15 0.43 0.02
-0.33 0.19 0.08
0.40 -0.20 -0.13
-0.36 0.33 0.10
-0.03 -0.29 -0.27
0.14 -0.15 0.16
0.00 -0.02 -0.03
-0.05 -0.09 0.20
0.05 -0.12 -0.27
-0.03 -0.04 0.10
0.26 0.21 -0.14
-0.31 0.11 0.16
0.31 -0.07 -0.17
-0.06 0.10 0.03
-0.15 -0.05 -0.09
0.05 -0.06 0.19
-0.01 -0.04 -0.04
-0.06 -0.10 0.15
-0.02 -0.07 -0.21
0.03 0.01 0.13
-0.25 -0.29 0.00
-0.25 0.07 -0.21
0.25 -0.07 0.35
-0.15 -0.28 -0.30
0.24 0.03 -0.22
0.16 0.04 -0.07
0.03 0.09 0.08
0.04 0.04 -0.06
0.06 0.11 0.24
0.04 0.02 -0.11
-0.14 -0.03 -0.23
-0.16 0.08 0.25
0.15 -0.03 -0.27
-0.09 -0.10 -0.06
-0.15 -0.15 -0.11
0.00 0.16 0.00
0.06 -0.06 0.03
0.07 0.09 0.10
0.10 -0.18 -0.07
0.02 0.08 0.05
0.19 -0.36 0.00
-0.12 0.28 0.15
0.13 -0.28 -0.05
-0.59 -0.63 -0.35
0.14 -0.08 -0.32
-3.19 -5.65 -3.58
0.05 0.05 -0.05
-0.03 0.15 -0.09
0.18 -0.08 -0.04
-0.08 0.04 -0.03